(1)
C32H71NO18 | wB97M-V/def2-TZVPD

Element x y z (Å)
C: 3.925 -0.965 -3.523
O: 4.179 -2.277 -3.108
C: 3.116 -3.212 -2.892
C: 2.060 -2.744 -1.855
O: 1.046 -3.738 -1.573
C: -0.028 -3.595 -2.576
C: -0.757 -4.908 -2.715
O: -0.317 -5.880 -3.581
C: 0.647 -6.856 -3.068
H: 4.892 -0.525 -3.766
H: 3.423 -0.311 -2.810
H: 3.351 -1.043 -4.447
H: 3.576 -4.146 -2.569
H: 2.614 -3.452 -3.829
H: 1.627 -1.821 -2.241
H: 2.507 -2.431 -0.912
H: 0.379 -3.422 -3.573
H: -0.735 -2.802 -2.334
H: -1.725 -4.702 -3.173
H: -0.979 -5.387 -1.761
H: 1.615 -6.361 -3.152
H: 0.677 -7.749 -3.692
H: 0.571 -6.977 -1.988
C: -5.899 4.589 -7.915
O: -4.721 3.883 -7.513
C: -3.732 4.715 -7.087
C: -2.376 3.938 -6.944
O: -2.619 2.963 -5.944
C: -1.517 2.034 -5.601
C: -2.093 0.943 -4.614
O: -1.050 0.089 -4.283
C: -0.765 -0.983 -5.175
H: -6.783 3.952 -7.880
H: -5.707 4.933 -8.931
H: -6.091 5.499 -7.347
H: -3.959 5.245 -6.162
H: -3.470 5.495 -7.803
H: -1.529 4.527 -6.591
H: -2.070 3.425 -7.856
H: -0.721 2.613 -5.133
H: -1.120 1.622 -6.529
H: -2.936 0.368 -4.998
H: -2.665 1.488 -3.863
H: 0.232 -1.401 -5.036
H: -0.734 -0.514 -6.158
H: -1.458 -1.823 -5.231
C: -2.965 5.776 -0.781
O: -3.884 4.826 -1.320
C: -3.345 3.578 -1.797
C: -4.080 2.252 -1.523
O: -4.343 2.123 -0.124
C: -5.092 1.054 0.308
C: -4.105 -0.223 0.474
O: -4.064 -0.798 -0.798
C: -3.112 -1.942 -0.862
H: -2.608 5.508 0.214
H: -3.525 6.683 -0.553
H: -2.191 6.027 -1.506
H: -2.440 3.382 -1.221
H: -3.033 3.741 -2.828
H: -3.727 1.335 -1.995
H: -5.102 2.329 -1.894
H: -5.932 0.891 -0.367
H: -5.592 1.298 1.246
H: -4.645 -0.955 1.075
H: -3.111 -0.037 0.880
H: -2.739 -2.110 -1.872
H: -3.631 -2.843 -0.534
H: -2.170 -1.832 -0.324
C: -2.491 -0.570 5.881
O: -1.330 -0.634 5.064
C: -0.256 -1.352 5.667
C: 0.317 -0.727 6.993
O: 1.640 -1.297 7.274
C: 2.156 -0.978 8.588
C: 2.450 0.589 8.730
O: 3.417 1.102 7.768
C: 4.763 0.630 7.911
H: -2.970 -1.549 5.904
H: -3.223 0.052 5.366
H: -2.273 -0.161 6.867
H: 0.540 -1.516 4.941
H: -0.578 -2.352 5.960
H: -0.316 -1.136 7.780
H: 0.180 0.348 6.873
H: 3.144 -1.415 8.733
H: 1.534 -1.346 9.404
H: 2.827 0.845 9.720
H: 1.522 1.137 8.565
H: 5.425 0.983 7.121
H: 4.787 -0.458 7.855
H: 5.230 0.828 8.876
C: 1.639 -0.898 2.526
O: 1.454 -0.583 1.167
C: 0.527 0.373 0.869
O: -0.066 1.142 1.608
O: 0.104 0.161 -0.353
C: -0.990 0.925 -0.857
H: 2.315 -0.218 3.044
H: 2.070 -1.893 2.634
H: 0.639 -0.835 2.955
H: -0.668 1.762 -1.477
H: -1.656 1.221 -0.047
H: -1.563 0.285 -1.528
C: 6.624 -2.590 -0.159
O: 5.661 -2.114 0.830
C: 6.140 -1.737 2.065
O: 7.319 -1.558 2.275
O: 5.098 -1.365 2.787
C: 5.291 -1.150 4.163
H: 6.020 -2.717 -1.057
H: 7.004 -3.561 0.159
H: 7.500 -1.946 -0.232
H: 4.281 -1.362 4.515
H: 5.662 -0.204 4.558
H: 5.858 -1.949 4.639
C: 1.434 3.237 3.692
C: 2.459 2.345 4.062
N: 3.349 1.609 4.328
H: 1.486 4.064 4.401
H: 0.471 2.739 3.799
H: 1.600 3.429 2.632

Calculated values
<S²>: 0.75
LUMO energy (alpha / beta): 2.3 / 2.3 eV
HOMO energy (alpha / beta): 0.93 / -7.23 eV
Charge: -1
Multiplicity: 2
Orbital gap (alpha / beta): 1.384 / 9.565 eV

(2)
C32H71NO5S | wB97M-V/def2-TZVPD

Element x y z (Å)
C: -0.134 0.536 5.608
C: -0.725 1.296 4.419
N: 0.180 1.192 3.239
C: 0.966 2.422 3.088
C: 1.997 2.314 1.960
C: 3.290 3.020 2.270
C: 3.906 2.767 3.643
O: 5.311 2.769 3.517
S: 5.744 2.847 1.939
O: 6.586 1.743 1.659
O: 6.184 4.171 1.676
O: 4.321 2.624 1.317
C: -0.566 0.923 2.072
C: -1.262 -0.415 2.038
O: -0.655 1.708 1.145
H: -0.861 0.513 6.412
H: 0.781 1.045 5.893
H: 0.122 -0.453 5.244
H: -0.869 2.345 4.672
H: -1.710 0.911 4.174
H: 0.320 3.284 2.916
H: 1.459 2.588 4.043
H: 2.142 1.267 1.701
H: 1.573 2.783 1.080
H: 3.128 4.083 2.090
H: 3.547 1.809 4.021
H: 3.557 3.553 4.307
H: -1.244 -0.903 3.006
H: -2.302 -0.221 1.789
H: -0.825 -1.045 1.274
C: -6.200 4.315 -1.180
C: -5.558 5.445 -0.380
C: -4.099 5.702 -0.753
C: -3.154 4.525 -0.502
C: -3.121 4.018 0.937
C: -2.630 5.060 1.938
H: -5.703 3.360 -1.000
H: -7.248 4.195 -0.906
H: -6.156 4.524 -2.251
H: -5.643 5.231 0.689
H: -6.124 6.364 -0.553
H: -3.743 6.579 -0.205
H: -4.045 5.969 -1.813
H: -2.142 4.824 -0.795
H: -3.422 3.694 -1.162
H: -2.456 3.155 0.980
H: -4.110 3.659 1.239
H: -1.627 5.407 1.675
H: -2.585 4.639 2.945
H: -3.288 5.929 1.979
C: 1.007 0.362 -5.199
C: 1.997 1.267 -4.470
C: 1.982 1.085 -2.953
C: 0.651 1.418 -2.277
C: 0.136 2.836 -2.512
C: 1.061 3.919 -1.966
H: -0.023 0.576 -4.912
H: 1.083 0.503 -6.278
H: 1.210 -0.690 -4.984
H: 1.797 2.311 -4.728
H: 3.005 1.051 -4.833
H: 2.777 1.697 -2.517
H: 2.240 0.048 -2.718
H: 0.760 1.261 -1.199
H: -0.112 0.708 -2.607
H: -0.838 2.931 -2.025
H: -0.038 3.005 -3.579
H: 1.218 3.787 -0.893
H: 0.631 4.910 -2.122
H: 2.036 3.905 -2.456
C: 2.908 -5.787 -7.979
C: 2.713 -4.283 -7.815
C: 2.080 -3.893 -6.481
C: 0.673 -4.446 -6.249
C: -0.353 -4.061 -7.313
C: -0.584 -2.556 -7.411
H: 1.957 -6.322 -7.966
H: 3.396 -6.012 -8.929
H: 3.533 -6.188 -7.179
H: 2.113 -3.899 -8.645
H: 3.687 -3.792 -7.891
H: 2.060 -2.801 -6.405
H: 2.726 -4.238 -5.667
H: 0.320 -4.095 -5.273
H: 0.716 -5.536 -6.177
H: -1.301 -4.548 -7.071
H: -0.053 -4.450 -8.290
H: -0.916 -2.151 -6.453
H: -1.349 -2.329 -8.154
H: 0.325 -2.028 -7.704
C: 0.386 -7.300 6.477
C: 0.012 -6.481 5.244
C: 0.603 -5.072 5.247
C: 0.140 -4.182 6.402
C: -1.372 -3.989 6.499
C: -1.975 -3.305 5.276
H: 0.002 -6.849 7.393
H: -0.027 -8.307 6.410
H: 1.470 -7.388 6.570
H: -1.076 -6.435 5.152
H: 0.372 -7.002 4.353
H: 0.368 -4.588 4.295
H: 1.695 -5.145 5.283
H: 0.617 -3.202 6.296
H: 0.506 -4.591 7.348
H: -1.585 -3.382 7.383
H: -1.869 -4.949 6.664
H: -1.516 -2.327 5.114
H: -3.047 -3.153 5.409
H: -1.837 -3.898 4.371

Calculated values
LUMO energy: 0.4 eV
Structure (SMILES): CCN(CC[C@H]1COS(=O)(=O)O1)C(C)=O.CCCCCC.CCCCCC.CCCCCC.CCCCCC
HOMO energy: -10.08 eV
Charge: 0
Multiplicity: 1
Orbital gap: 10.522 eV

Number 1: molecular weight 757.9 g/mol, F_max 6.17 eV/A. Number 2: molecular weight 582.0 g/mol, F_max 1.25 eV/A.